# 1
{
  "formula": "C29H56BCl2FN6O12P",
  "method": "the ωB97M-V functional and the def2-TZVPD basis",
  "homo_lumo_gap_ev": 9.16,
  "charge": 1,
  "energy_ev": -102216.4414,
  "species": ["C", "O", "B", "O", "C", "C", "Cl", "N", "C", "C", "C", "N", "N", "N", "P", "N", "C", "C", "C", "O", "N", "C", "C", "C", "C", "C", "C", "Cl", "C", "C", "F", "H", "H", "H", "H", "H", "H", "H", "H", "H", "H", "H", "H", "H", "H", "H", "H", "H", "H", "H", "H", "H", "H", "H", "H", "H", "H", "H", "H", "H", "H", "H", "H", "H", "H", "H", "H", "H", "H", "C", "C", "C", "O", "C", "O", "O", "H", "H", "H", "H", "H", "H", "C", "C", "C", "O", "C", "O", "O", "H", "H", "H", "H", "H", "H", "C", "C", "C", "O", "C", "O", "O", "H", "H", "H", "H", "H", "H"],
  "coordinates": [[-5.4886, -1.7834, 5.9340], [-4.9025, -1.7940, 4.6251], [-3.5781, -2.0122, 4.4479], [-2.8706, -2.6733, 5.3935], [-2.9743, -1.3548, 3.0883], [-1.8106, -0.4336, 3.3747], [-0.3832, -1.1496, 4.1146], [-1.4557, 0.2384, 2.0769], [-0.8600, -0.6169, 0.9916], [-1.2429, -0.0621, -0.4200], [-1.1168, 1.4261, -0.9202], [-2.0267, 1.5919, -2.0475], [-1.4417, 2.4709, 0.0343], [0.2233, 1.6667, -1.4290], [0.9876, -0.2513, 1.2522], [1.0346, 1.2221, 1.7891], [-1.3664, -2.1054, 1.0494], [-0.2168, -3.0854, 1.3616], [0.7803, -3.1956, 0.2100], [1.9435, -2.9411, 0.3791], [0.2521, -3.5196, -1.0564], [1.1630, -3.1404, -2.1419], [-0.1035, -4.9556, -1.1560], [-2.7507, -2.2877, 1.8293], [-3.8709, -1.8891, 0.8153], [-5.3185, -2.0847, 1.3011], [-6.2515, -0.9983, 0.7752], [-7.7148, -0.8454, 1.7748], [-3.0356, -3.7472, 2.1990], [-3.0543, -4.7508, 1.0615], [-2.1064, -4.1545, 3.1810], [-4.8151, -1.3186, 6.6533], [-6.4051, -1.2035, 5.8617], [-5.7196, -2.7957, 6.2624], [-2.0263, -3.0318, 5.0975], [-3.7687, -0.6488, 2.8150], [-2.1213, 0.3717, 4.0393], [-2.3402, 0.6177, 1.7335], [-0.7984, 1.0546, 2.1900], [-0.6280, -0.6654, -1.1000], [-2.2623, -0.3825, -0.6306], [-2.9948, 1.4271, -1.7856], [-1.7783, 0.9088, -2.7611], [-0.7085, 2.6389, 0.7089], [-2.3584, 2.4331, 0.4547], [0.8252, 0.8597, -1.3664], [0.6602, 2.4381, -0.9454], [1.5962, -0.6036, 0.0439], [1.4503, -1.1764, 2.1783], [1.6034, 1.8749, 1.2618], [-1.6098, -2.3324, 0.0120], [0.3638, -2.8205, 2.2395], [-0.6065, -4.0787, 1.5604], [0.6305, -3.2540, -3.0857], [2.0624, -3.7616, -2.1598], [1.4638, -2.1002, -2.0295], [-0.1996, -5.4107, -0.1724], [-1.0498, -5.0869, -1.6831], [0.6736, -5.4819, -1.7133], [-3.7440, -0.8232, 0.6023], [-3.7180, -2.4316, -0.1206], [-5.4042, -2.1343, 2.3857], [-5.6850, -3.0397, 0.9152], [-6.5779, -1.2080, -0.2415], [-5.7668, -0.0204, 0.7712], [-4.0067, -3.7865, 2.6991], [-2.6969, -5.7100, 1.4357], [-2.4512, -4.4491, 0.2090], [-4.0769, -4.9002, 0.7137], [-1.1722, 2.1153, -8.4981], [-1.5811, 1.0977, -7.4694], [-2.7666, 1.4540, -6.5925], [-2.4777, 0.7226, -5.3883], [-1.1383, 0.5713, -5.3142], [-0.5634, 0.1744, -4.3444], [-0.5503, 0.9348, -6.4630], [-0.1778, 1.8867, -8.8778], [-1.8716, 2.0991, -9.3335], [-1.1540, 3.1186, -8.0717], [-1.7346, 0.1167, -7.9271], [-3.7297, 1.1438, -6.9863], [-2.7838, 2.5187, -6.3503], [4.3666, 4.6304, -3.7901], [4.0737, 3.5357, -2.8025], [2.7479, 3.6105, -2.0769], [3.0340, 2.9296, -0.8442], [4.3670, 3.0649, -0.6016], [4.8851, 2.7555, 0.4236], [4.9865, 3.5832, -1.6745], [5.4246, 4.6311, -4.0467], [3.7899, 4.4688, -4.7005], [4.1141, 5.6082, -3.3792], [4.1949, 2.5509, -3.2623], [1.9306, 3.1087, -2.5873], [2.4710, 4.6426, -1.8488], [7.8528, 2.4482, 1.9822], [7.8459, 2.7106, 3.4622], [7.7573, 4.1623, 3.8902], [8.4151, 4.1452, 5.1604], [9.2964, 3.1122, 5.1597], [10.1186, 2.9247, 5.9948], [9.0977, 2.3327, 4.0714], [8.1823, 1.4289, 1.7831], [6.8484, 2.5764, 1.5792], [8.5339, 3.1282, 1.4684], [7.0614, 2.1286, 3.9561], [6.7439, 4.5360, 4.0078], [8.3191, 4.8116, 3.2137]]
}

# 2
{
  "formula": "C29H56Br26O2S",
  "method": "the ωB97M-V functional and the def2-TZVPD basis",
  "homo_lumo_gap_ev": 9.63,
  "charge": 0,
  "energy_ev": -1867018.0113,
  "species": ["C", "C", "Br", "C", "Br", "C", "S", "O", "C", "O", "H", "H", "H", "H", "H", "H", "H", "H", "Br", "C", "C", "Br", "H", "H", "H", "H", "Br", "C", "C", "Br", "H", "H", "H", "H", "Br", "C", "C", "Br", "H", "H", "H", "H", "Br", "C", "C", "Br", "H", "H", "H", "H", "Br", "C", "C", "Br", "H", "H", "H", "H", "Br", "C", "C", "Br", "H", "H", "H", "H", "Br", "C", "C", "Br", "H", "H", "H", "H", "Br", "C", "C", "Br", "H", "H", "H", "H", "Br", "C", "C", "Br", "H", "H", "H", "H", "Br", "C", "C", "Br", "H", "H", "H", "H", "Br", "C", "C", "Br", "H", "H", "H", "H", "Br", "C", "C", "Br", "H", "H", "H", "H"],
  "coordinates": [[0.8284, 5.0345, -2.3887], [1.9624, 5.2836, -1.3973], [2.9077, 6.9305, -1.9426], [1.5675, 5.4608, 0.0689], [-0.2197, 6.2660, 0.2484], [1.5781, 4.1678, 0.9147], [0.9827, 2.7106, 0.0212], [2.8169, 3.9696, 1.6083], [3.9490, 3.9381, 0.8399], [4.6684, 2.9479, 0.7411], [-0.0142, 4.5324, -1.9358], [1.2064, 4.3689, -3.1681], [0.5468, 5.9674, -2.8715], [2.7035, 4.4949, -1.5182], [2.2256, 6.1670, 0.5697], [0.8281, 4.2862, 1.6936], [1.9362, 2.4102, -0.8791], [4.2283, 4.8917, 0.3612], [-4.3013, 6.4860, -0.3941], [-4.7186, 5.8390, 1.3955], [-3.5824, 5.0094, 1.9139], [-3.6127, 3.2332, 1.1145], [-5.6506, 5.2859, 1.3506], [-4.8604, 6.7377, 1.9922], [-3.6706, 4.8370, 2.9851], [-2.6170, 5.4582, 1.7015], [-0.2399, 0.7286, 2.8814], [1.1489, -0.4441, 3.5796], [2.4690, -0.1901, 2.8999], [2.4840, -0.9558, 1.1108], [0.8021, -1.4631, 3.4358], [1.2053, -0.2241, 4.6451], [3.2759, -0.6858, 3.4348], [2.6979, 0.8663, 2.7939], [-0.1539, -0.2194, -3.1645], [-1.8551, -0.3650, -2.2292], [-2.9695, 0.1927, -3.0626], [-2.8765, 2.1369, -3.0721], [-1.7383, 0.1619, -1.2878], [-2.0004, -1.4253, -2.0327], [-3.9343, -0.0635, -2.6301], [-2.9376, -0.1317, -4.0991], [-3.8539, 1.4495, 4.8003], [-3.9456, -0.2869, 5.6817], [-3.1606, -1.3115, 4.9156], [-4.0862, -1.8988, 3.3051], [-4.9970, -0.5321, 5.7840], [-3.5065, -0.1479, 6.6672], [-3.0237, -2.2115, 5.5106], [-2.1936, -0.9365, 4.5962], [-0.7583, -1.4426, 7.5278], [-0.8636, -3.1979, 8.3604], [-0.0684, -4.2157, 7.5892], [-0.9880, -4.7468, 5.9584], [-1.9166, -3.4507, 8.4290], [-0.4566, -3.0697, 9.3608], [0.0471, -5.1277, 8.1705], [0.9082, -3.8470, 7.2941], [-7.3422, -2.3402, 5.5068], [-7.2614, -3.6759, 4.0962], [-7.9424, -4.9549, 4.5019], [-6.8548, -5.9853, 5.7439], [-6.2122, -3.8125, 3.8570], [-7.7705, -3.2266, 3.2462], [-8.0821, -5.5992, 3.6369], [-8.8981, -4.7866, 4.9869], [-1.8919, 1.3877, -6.5189], [-1.7654, -0.0322, -7.8445], [-2.3738, -1.3138, -7.3398], [-1.2076, -2.1832, -6.0509], [-0.7147, -0.1367, -8.0941], [-2.3101, 0.3304, -8.7136], [-2.4946, -2.0251, -8.1544], [-3.3290, -1.1641, -6.8499], [0.6025, 2.0002, 6.9107], [1.5585, 3.5959, 6.3454], [2.2934, 3.3635, 5.0504], [3.9049, 2.3024, 5.3118], [2.2126, 3.8783, 7.1636], [0.7955, 4.3593, 6.2102], [2.6343, 4.3071, 4.6300], [1.6879, 2.8375, 4.3168], [3.6336, 0.4369, -3.4591], [3.6138, -1.1852, -2.3914], [4.4908, -2.2519, -2.9830], [3.6388, -3.0727, -4.5315], [2.5753, -1.4937, -2.3103], [3.9789, -0.8862, -1.4139], [4.6417, -3.0596, -2.2708], [5.4533, -1.8742, -3.3110], [-4.7174, -3.0865, -5.2140], [-4.0090, -4.8947, -5.1224], [-4.2321, -5.6469, -6.4060], [-6.0802, -6.2264, -6.5924], [-4.4768, -5.3714, -4.2676], [-2.9433, -4.7738, -4.9355], [-3.6401, -6.5590, -6.4169], [-3.9990, -5.0530, -7.2835], [4.8461, -5.7711, -10.0936], [4.5500, -3.9967, -9.3505], [3.9938, -4.0600, -7.9538], [2.1058, -4.5348, -7.9514], [3.8943, -3.4742, -10.0388], [5.5275, -3.5198, -9.3466], [4.0458, -3.0826, -7.4806], [4.5015, -4.7894, -7.3317], [6.9964, -0.2057, -0.2108], [7.4168, 1.2747, 0.9773], [8.7606, 1.8753, 0.6666], [10.2191, 0.7588, 1.3103], [7.3510, 0.8921, 1.9904], [6.6254, 2.0034, 0.8119], [8.8770, 2.8266, 1.1807], [8.9190, 2.0159, -0.3973]]
}

# 3
{
  "formula": "C29H56F3O11SV",
  "method": "the ωB97M-V functional and the def2-TZVPD basis",
  "homo_lumo_gap_ev": [4.50, 4.90],
  "charge": 1,
  "multiplicity": 2,
  "energy_ev": -98168.7535,
  "species": ["O", "V", "C", "F", "F", "F", "S", "O", "O", "O", "C", "C", "C", "O", "C", "H", "H", "H", "H", "H", "H", "H", "H", "C", "C", "C", "O", "C", "H", "H", "H", "H", "H", "H", "H", "H", "C", "C", "C", "O", "C", "H", "H", "H", "H", "H", "H", "H", "H", "C", "C", "C", "O", "C", "H", "H", "H", "H", "H", "H", "H", "H", "C", "C", "C", "O", "C", "H", "H", "H", "H", "H", "H", "H", "H", "C", "C", "C", "O", "C", "H", "H", "H", "H", "H", "H", "H", "H", "C", "C", "C", "O", "C", "H", "H", "H", "H", "H", "H", "H", "H"],
  "coordinates": [[-1.6014, 4.6847, 0.0365], [-0.1945, 4.5126, -0.6656], [0.9935, 0.1961, -1.1371], [2.1944, 0.6740, -0.8051], [0.7694, 0.3778, -2.4421], [0.9508, -1.0962, -0.8931], [-0.3013, 1.0652, -0.1431], [-1.5860, 0.6467, -0.6188], [-0.0087, 0.6632, 1.1923], [-0.0974, 2.5221, -0.3675], [-2.6852, 3.0960, -4.0611], [-1.4170, 2.2338, -4.1189], [-0.4027, 3.1874, -3.5475], [-1.1264, 3.7408, -2.3955], [-2.5513, 3.8322, -2.7288], [-3.5956, 2.5202, -4.2001], [-2.6563, 3.8112, -4.8892], [-1.1150, 1.8489, -5.0887], [-1.5794, 1.4145, -3.4131], [-0.1491, 4.0209, -4.2080], [0.5271, 2.7465, -3.1863], [-2.9051, 4.8598, -2.7438], [-3.0976, 3.2837, -1.9603], [-0.6439, -4.1961, -4.3764], [-0.5509, -3.1840, -3.2396], [-1.1096, -1.9220, -3.8938], [-2.0051, -2.3666, -4.9068], [-1.9742, -3.7818, -4.9837], [-0.5559, -5.2427, -4.0806], [0.1710, -4.1246, -5.1042], [0.4884, -3.0814, -2.9233], [-1.1318, -3.5364, -2.3885], [-0.2652, -1.3750, -4.3345], [-1.5945, -1.2337, -3.1950], [-2.1203, -4.1983, -5.9794], [-2.8003, -4.1565, -4.3645], [1.9170, -2.9311, 1.6024], [2.4802, -3.9213, 2.6109], [3.6020, -3.0892, 3.2474], [3.0439, -1.7760, 3.3192], [2.0029, -1.6105, 2.3636], [0.8972, -3.1332, 1.2608], [2.4584, -2.9763, 0.6500], [2.8805, -4.8186, 2.1369], [1.6862, -4.2213, 3.2958], [4.4562, -3.1072, 2.5670], [3.8375, -3.4577, 4.2422], [2.2063, -0.7623, 1.7066], [1.0644, -1.4536, 2.9018], [-3.5310, -3.1315, -0.5467], [-3.5142, -1.9391, 0.4115], [-2.2570, -2.2485, 1.2191], [-2.3562, -3.6570, 1.4500], [-3.0397, -4.2675, 0.3671], [-2.7942, -2.9451, -1.3249], [-4.5482, -3.3239, -0.8774], [-4.3984, -1.9338, 1.0475], [-3.3488, -0.9796, -0.0781], [-2.1313, -1.7550, 2.1839], [-1.3250, -2.0477, 0.6690], [-3.8931, -4.8298, 0.7623], [-2.4289, -5.0230, -0.1365], [1.3524, 4.3460, 3.5973], [2.5671, 3.6144, 2.9964], [2.1990, 3.4394, 1.5207], [0.9777, 4.2245, 1.3008], [0.2664, 4.1902, 2.5603], [1.6165, 5.3951, 3.7492], [1.0378, 4.0201, 4.5872], [2.6962, 2.6223, 3.4285], [3.4956, 4.1600, 3.1316], [1.9849, 2.4167, 1.2187], [2.9654, 3.8535, 0.8644], [-0.2979, 3.2623, 2.6837], [-0.4436, 5.0143, 2.6252], [5.8167, 0.2076, -0.7762], [5.2011, -1.1332, -1.1150], [5.3528, -1.8413, 0.2433], [6.5744, -1.3087, 0.7803], [7.0721, -0.2619, -0.0516], [5.1962, 0.7652, -0.0705], [6.0341, 0.8462, -1.6348], [5.6557, -1.6567, -1.9556], [4.1500, -1.0106, -1.3944], [5.3662, -2.9219, 0.1177], [4.5636, -1.4712, 0.9027], [7.8211, -0.6787, -0.7339], [7.5478, 0.5306, 0.5253], [-4.2810, 1.3188, 2.1047], [-5.1957, 2.0676, 3.0970], [-4.3651, 1.9331, 4.3576], [-3.0310, 2.1996, 3.9379], [-2.8716, 1.6784, 2.6324], [-4.5139, 1.6192, 1.0865], [-4.4773, 0.2626, 2.2820], [-6.1528, 1.5569, 3.1974], [-5.3392, 3.1061, 2.7966], [-4.4127, 0.8824, 4.6843], [-4.6709, 2.5284, 5.2144], [-2.3201, 0.7353, 2.6516], [-2.3774, 2.3844, 1.9601]]
}

# 4
{
  "formula": "C29H57BrFN8O5",
  "method": "the ωB97M-V functional and the def2-TZVPD basis",
  "homo_lumo_gap_ev": 7.03,
  "charge": 1,
  "e_above_lowest_ev": 7.872,
  "energy_ev": -125901.0351,
  "species": ["C", "C", "C", "O", "O", "C", "C", "C", "C", "C", "C", "N", "C", "N", "C", "C", "N", "C", "C", "C", "C", "O", "N", "C", "C", "C", "C", "N", "C", "N", "N", "C", "C", "O", "F", "C", "Br", "C", "C", "H", "H", "H", "H", "H", "H", "H", "H", "H", "H", "H", "H", "H", "H", "H", "H", "H", "H", "H", "H", "H", "H", "H", "H", "H", "H", "H", "H", "H", "H", "H", "H", "H", "H", "H", "H", "H", "H", "H", "H", "H", "H", "H", "H", "H", "H", "H", "H", "H", "H", "C", "C", "O", "N", "C", "H", "H", "H", "H", "H", "H", "H"],
  "coordinates": [[3.1363, -5.7011, 1.3166], [3.0473, -6.9779, 0.7005], [3.4562, -7.1117, -0.8285], [3.5296, -8.2750, -1.3320], [3.7114, -5.9258, -1.5874], [3.2527, -6.1216, -2.9634], [2.9553, -4.6842, -3.6247], [1.7033, -3.9537, -2.8996], [0.3467, -4.8209, -2.9044], [-0.8901, -3.7691, -2.6978], [-0.9620, -3.2293, -1.1593], [-1.8469, -2.0253, -0.9991], [-0.9809, -0.9769, -0.3631], [-0.7415, -1.1520, 1.0648], [0.6394, -1.5107, 1.4518], [0.9343, -3.0781, 1.6764], [-0.2656, -3.9024, 2.0345], [-1.4546, -0.2148, 1.9648], [-1.9811, -1.0106, 3.2933], [-3.5817, -1.1136, 3.3938], [-4.3441, 0.3003, 3.4744], [-3.5704, 1.2934, 4.2352], [-0.4969, 0.0230, -1.1225], [0.3264, 1.1143, -0.5234], [-0.3258, 2.6041, -0.7310], [0.8826, 3.7075, -0.7296], [1.7949, 3.6284, 0.5972], [1.8502, 4.9601, 1.3443], [1.5975, 4.5697, 2.7655], [2.5506, 4.1123, 3.5534], [0.1949, 4.7025, 3.2418], [-0.8012, 0.1154, -2.5831], [0.3357, 0.8161, -3.4656], [1.2599, 0.0854, -3.9197], [0.3855, 2.1873, -3.8284], [-3.0635, -2.2884, -0.1786], [-3.9860, -3.8590, -1.0647], [-4.1318, -1.0729, -0.2212], [-5.6744, -1.5292, -0.3344], [2.9868, -5.5758, 2.4479], [3.3114, -4.7499, 0.6911], [2.6525, -7.8743, 1.3065], [2.3102, -6.7686, -3.0210], [4.1184, -6.5852, -3.5775], [2.7810, -4.7409, -4.7640], [3.9010, -4.0404, -3.4250], [1.5068, -2.9922, -3.5110], [1.9440, -3.6741, -1.7992], [0.3157, -5.6358, -2.0925], [0.1316, -5.3376, -3.9131], [-1.8339, -4.3314, -3.0144], [-0.6962, -2.9216, -3.4473], [0.1209, -2.8655, -0.9373], [-1.1595, -4.0797, -0.4226], [0.8641, -0.9911, 2.4665], [1.3948, -1.0732, 0.7068], [1.7195, -3.2247, 2.5191], [1.3923, -3.5150, 0.7107], [-0.0861, -4.8422, 1.6173], [-0.2140, -4.0633, 3.0514], [-2.2703, 0.4305, 1.4809], [-0.6682, 0.5401, 2.3756], [-1.5030, -2.0417, 3.4085], [-1.6391, -0.3976, 4.2179], [-3.8077, -1.6582, 4.3940], [-3.9889, -1.8219, 2.5753], [-4.5902, 0.7705, 2.4589], [-5.3664, 0.0870, 3.9804], [-3.3130, 1.9536, 3.5412], [1.3902, 1.1990, -0.9837], [0.4975, 1.0326, 0.6016], [-0.8657, 2.7205, -1.7304], [-1.0483, 2.8357, 0.1266], [0.4159, 4.7367, -0.9118], [1.5432, 3.4265, -1.6402], [2.8793, 3.4506, 0.2347], [1.4965, 2.8033, 1.3309], [2.8409, 5.2642, 1.3504], [2.1536, 3.9193, 4.4875], [0.0526, 3.9281, 3.9137], [-0.3928, 4.4673, 2.4102], [-1.7456, 0.7847, -2.6756], [-1.0452, -0.8746, -3.0916], [-2.8653, -2.6360, 0.8927], [-4.0631, -0.4587, 0.7617], [-3.8566, -0.3148, -1.0564], [-5.9704, -2.3385, 0.4409], [-6.2992, -0.5974, -0.0292], [-6.0134, -1.7863, -1.3983], [1.0859, 8.3489, 0.2747], [1.5162, 8.2339, -1.1635], [1.2946, 7.2316, -1.8331], [2.1716, 9.2949, -1.7113], [2.5179, 10.5496, -1.0789], [0.5775, 7.4334, 0.5780], [1.9595, 8.4887, 0.9155], [0.3932, 9.1854, 0.3923], [2.4321, 9.1533, -2.6776], [2.0470, 11.3598, -1.6404], [3.6032, 10.6677, -1.1194], [2.1908, 10.5948, -0.0417]]
}

Number 1: F_max 0.015 Eh/bohr. Number 2: F_max 0.060 Eh/bohr. Number 3: F_max 0.131 Eh/bohr. Number 4: F_max 0.120 Eh/bohr.